Entry from OMol25: C33H41AlF9N5P as an isolated structure (wB97M-V/def2-TZVPD).

Positions of all 90 atoms, in Å:
Al (-0.10736, 0.47881, -0.17995)
C (1.45618, -1.81627, 1.02973)
C (1.45678, -1.90296, -0.50204)
N (0.21343, -1.28232, -1.04791)
C (-1.00073, -2.12972, -0.75858)
C (-2.22608, -1.27505, -0.44496)
N (-1.89310, -0.13529, 0.46621)
C (-1.87739, -0.43272, 1.92618)
C (-0.62703, -1.22096, 2.28867)
N (0.54676, -0.72906, 1.50088)
H (2.46836, -1.61359, 1.37627)
H (1.15433, -2.76086, 1.47877)
H (1.52806, -2.93999, -0.83158)
H (2.30138, -1.36521, -0.93418)
H (0.33762, -1.22552, -2.05350)
H (-0.75272, -2.78628, 0.07071)
H (-1.20989, -2.77206, -1.61380)
H (-3.01574, -1.89364, -0.01615)
H (-2.61818, -0.83185, -1.36082)
H (-2.60806, 0.57216, 0.31205)
H (-2.77520, -0.97807, 2.21995)
H (-1.88555, 0.53194, 2.43805)
H (-0.76239, -2.28223, 2.09179)
H (-0.43241, -1.12492, 3.35685)
H (1.09914, -0.13963, 2.11969)
C (1.31965, 0.25016, -3.84065)
C (-0.19373, 0.41940, -3.89182)
N (-0.60012, 1.81091, -3.76354)
C (-0.65548, 2.55831, -5.04641)
C (-1.97161, 2.36690, -5.78071)
C (-0.95230, 2.35250, -2.61892)
C (-1.44461, 3.76858, -2.62327)
N (-0.84540, 1.73915, -1.42424)
H (1.59975, -0.77538, -4.09666)
H (1.73373, 0.50117, -2.85581)
H (1.81320, 0.89756, -4.56405)
H (-0.71028, -0.14285, -3.11095)
H (-0.58615, 0.05457, -4.84027)
H (0.17260, 2.17959, -5.64724)
H (-0.44224, 3.60645, -4.85101)
H (-2.12501, 1.32674, -6.06763)
H (-1.96137, 2.95895, -6.69442)
H (-2.82437, 2.68740, -5.18364)
H (-0.59627, 4.44242, -2.76497)
H (-1.91851, 4.01545, -1.67491)
H (-2.15883, 3.95054, -3.42260)
H (-1.19774, 2.42236, -0.75228)
F (1.92999, 8.02489, -2.55316)
C (2.40099, 6.85520, -2.97079)
F (1.83403, 6.57467, -4.15647)
F (3.71441, 6.96262, -3.16126)
C (2.09155, 5.74421, -1.98634)
C (2.23961, 4.42615, -2.41045)
C (1.93044, 3.39651, -1.54394)
C (1.48687, 3.67589, -0.24841)
C (1.38616, 4.99581, 0.18195)
C (1.68370, 6.03220, -0.69483)
P (1.20178, 2.27749, 0.85556)
C (0.02691, 2.72139, 2.15536)
C (0.11985, 2.12714, 3.41511)
C (-0.87367, 2.33915, 4.36297)
C (-1.96785, 3.12784, 4.04639)
C (-2.07528, 3.72113, 2.79312)
C (-1.08341, 3.51843, 1.84900)
C (-3.06466, 3.37924, 5.06634)
F (-4.25998, 3.13082, 4.51925)
F (-2.92277, 2.59566, 6.13372)
F (-3.04479, 4.64958, 5.46132)
C (2.77765, 1.83506, 1.60283)
C (3.27008, 2.51860, 2.71703)
C (4.54670, 2.24469, 3.17677)
C (5.33383, 1.30363, 2.52401)
C (4.86486, 0.63892, 1.40094)
C (3.58457, 0.90676, 0.94412)
C (6.71175, 0.99262, 3.08046)
F (6.59137, 0.22067, 4.16493)
F (7.45878, 0.34416, 2.18882)
F (7.34099, 2.11213, 3.43127)
H (2.59505, 4.21945, -3.41151)
H (2.05221, 2.36915, -1.87434)
H (1.08074, 5.23183, 1.19360)
H (1.59724, 7.06056, -0.37148)
H (0.98100, 1.52546, 3.68312)
H (-0.79279, 1.89870, 5.34727)
H (-2.92833, 4.34751, 2.56647)
H (-1.16093, 4.01196, 0.88662)
H (2.67261, 3.26661, 3.22297)
H (4.93839, 2.77098, 4.03730)
H (5.50292, -0.06726, 0.88754)
H (3.23104, 0.42278, 0.03839)

Forces on the atoms, in the same order (eV/Å):
0.1 -0.2 0.3
0.0 0.0 0.0
0.0 0.0 0.0
0.0 0.1 0.0
0.0 0.0 0.0
0.0 0.0 -0.1
0.1 0.1 0.0
0.0 0.0 0.0
0.0 0.0 0.0
0.0 0.1 0.0
0.0 0.0 0.0
0.0 0.0 0.0
0.0 0.0 0.0
0.0 0.0 0.0
0.0 0.0 0.0
0.0 0.0 0.0
0.0 0.0 0.0
0.0 0.0 0.0
0.0 0.0 0.0
0.0 0.0 0.0
0.0 0.0 0.0
0.0 0.0 0.0
0.0 0.0 0.0
0.0 0.0 0.0
0.0 0.0 0.0
0.0 -0.2 0.1
0.1 0.0 0.1
-0.2 0.1 0.1
0.0 0.0 0.0
0.0 0.0 0.0
0.3 0.1 0.0
-0.1 0.1 0.0
-0.3 -0.2 -0.2
0.0 0.0 0.1
-0.1 -0.1 -0.1
0.0 0.0 0.0
-0.1 0.0 -0.1
0.0 0.0 0.0
0.0 0.0 0.0
0.0 0.0 0.0
0.0 0.0 0.0
0.0 0.0 0.0
0.0 0.0 0.0
0.0 0.0 0.0
0.0 0.0 0.0
0.0 0.0 0.0
-0.1 0.0 -0.1
0.0 0.1 0.0
0.0 0.0 0.0
0.0 0.0 -0.1
0.1 0.0 0.0
0.0 0.0 0.0
0.0 0.0 0.0
0.0 -0.1 0.0
0.0 0.0 0.1
0.0 0.0 0.0
0.0 0.0 0.0
0.2 0.0 -0.3
0.0 0.0 0.0
0.0 0.1 0.0
0.0 0.0 0.0
0.0 0.0 0.0
0.0 0.0 0.0
0.0 -0.1 0.0
0.1 0.0 0.0
-0.1 0.0 -0.1
0.0 0.0 0.0
0.0 0.1 0.0
0.0 0.0 0.0
0.0 0.0 0.0
0.0 0.0 0.0
0.0 0.0 0.0
0.0 0.0 0.0
0.0 0.0 0.0
0.0 0.0 0.0
0.0 0.0 0.1
0.0 0.0 -0.1
0.0 0.0 0.0
0.0 0.0 0.0
0.0 0.1 0.0
0.0 0.0 0.0
0.0 0.0 0.0
0.0 0.0 0.0
0.0 0.0 0.0
0.0 0.0 0.0
0.0 0.0 0.0
0.0 0.0 0.0
0.0 0.0 0.0
0.0 0.0 0.0
0.0 0.0 0.0

Calculated values
* Kohn-Sham gap: 9.1045 eV
* total charge: +3
* E_HOMO: -0.6462 hartree
* LUMO level: -8.4786 eV
* ΔE to the lowest compared entry with this formula, charge and spin: 0.0468 eV